1.
C64H64N9O5V as an isolated structure at a distorted geometry, computed with wB97M-V/def2-TZVPD.

Each line ends with the Löwdin charge.
Atoms and positions in Å:
V -1.69257 -0.85490 -0.23649  1.116
C -0.56577 5.28629 -5.10842  -0.030
C 0.63150 4.32445 -5.09473  -0.503
C 0.99916 3.77355 -6.48586  -0.027
C 1.84038 5.09121 -4.54059  -0.049
C 0.34342 3.16889 -4.15238  -0.404
O 1.04694 2.90763 -3.20060  0.095
N -0.75597 2.33977 -4.30333  0.169
C -1.90217 2.13613 -5.06347  -0.167
C -2.16488 2.64834 -6.33335  -0.022
C -3.32107 2.30219 -7.00888  -0.059
C -4.23917 1.42788 -6.45035  -0.073
C -3.98286 0.88195 -5.20595  -0.034
C -2.83725 1.23306 -4.50761  -0.166
C -2.54357 0.58797 -3.20554  -0.075
C -2.10959 -0.73972 -3.23295  -0.202
C -1.99821 -1.51984 -4.43598  0.049
C -1.56356 -2.74788 -4.06185  0.051
C -1.39691 -2.70498 -2.63762  -0.210
N -1.72518 -1.47465 -2.15626  0.028
C -0.92073 -3.77436 -1.88076  -0.077
C -0.63172 -3.67878 -0.51818  -0.216
C -0.02535 -4.73523 0.23717  0.056
C 0.32315 -4.19912 1.43402  0.050
C -0.09503 -2.82607 1.40455  -0.216
C 0.14104 -1.93317 2.46008  -0.057
C -0.43454 -0.66514 2.55268  -0.200
N -1.18017 -0.06799 1.58514  0.035
C -1.51066 1.16001 2.06074  -0.203
C -2.24244 2.13841 1.37347  -0.059
C -2.63167 2.00938 0.03721  -0.201
C -3.27265 3.05269 -0.71618  0.053
C -3.29858 2.63987 -2.00742  0.053
C -2.69661 1.33811 -2.03382  -0.218
N -2.31565 0.96702 -0.78425  0.020
C -2.59352 3.38880 2.08603  -0.157
C -3.91643 3.58745 2.46423  -0.027
C -4.28615 4.72341 3.15980  -0.069
C -3.34023 5.70606 3.40716  -0.057
C -2.03209 5.54404 2.99589  -0.025
C -1.61991 4.36716 2.37437  -0.185
N -0.32418 4.13891 1.92725  0.168
C 0.96454 4.56243 2.20510  -0.399
O 1.80653 4.24024 1.39499  0.092
C 1.34379 5.31995 3.47808  -0.501
C 0.53118 4.90468 4.70903  -0.036
C 2.81569 4.98106 3.76936  -0.048
C 1.26348 6.83169 3.20013  -0.024
C -0.98444 1.33488 3.38480  0.048
C -0.28857 0.20997 3.67784  0.054
C 1.24105 -2.30313 3.37057  -0.148
C 2.49292 -2.34143 2.75531  -0.017
C 3.62689 -2.63136 3.48367  -0.061
C 3.50284 -2.95762 4.82605  -0.053
C 2.26587 -2.96664 5.43912  -0.020
C 1.11572 -2.59913 4.73908  -0.193
N -0.16072 -2.61321 5.29158  0.159
C -0.74524 -2.43983 6.53548  -0.410
O -1.92863 -2.68629 6.60148  0.090
C 0.02872 -1.89823 7.74100  -0.492
C 0.79776 -3.05003 8.42968  -0.027
C -1.01428 -1.34833 8.72698  -0.052
C 0.94656 -0.73437 7.35086  -0.039
N -0.70331 -2.54160 0.22776  0.024
C -0.57091 -5.03667 -2.58548  -0.169
C -1.51754 -6.03802 -2.71655  -0.021
C -1.19942 -7.22163 -3.36329  -0.073
C 0.07271 -7.39405 -3.87818  -0.060
C 1.03072 -6.40280 -3.75348  -0.023
C 0.73244 -5.20388 -3.10781  -0.170
N 1.59633 -4.13645 -2.87644  0.173
C 2.86855 -3.65917 -3.12992  -0.402
O 3.14931 -2.62714 -2.55355  0.088
C 3.82973 -4.36090 -4.07277  -0.503
C 3.17390 -4.53602 -5.45132  -0.029
C 5.05999 -3.45980 -4.24880  -0.049
C 4.29084 -5.67976 -3.42501  -0.027
H -0.36580 6.10875 -5.79130  0.093
H -0.70887 5.70197 -4.11247  0.093
H -1.49548 4.81257 -5.40448  0.057
H 0.74562 4.49556 -7.25875  0.091
H 0.50646 2.83046 -6.70683  0.070
H 2.06986 3.58910 -6.53641  0.089
H 2.10299 5.90200 -5.21593  0.092
H 2.69512 4.42881 -4.42907  0.088
H 1.61588 5.50526 -3.56043  0.089
H -0.73586 1.69928 -3.51176  0.129
H -1.46845 3.30291 -6.82282  0.088
H -3.49594 2.71249 -7.99177  0.112
H -5.14226 1.17156 -6.98008  0.106
H -4.67554 0.18340 -4.76060  0.127
H -2.21796 -1.16537 -5.42428  0.124
H -1.35248 -3.60311 -4.67340  0.128
H 0.12022 -5.73448 -0.12273  0.129
H 0.79209 -4.68264 2.26817  0.131
H -3.64294 3.97327 -0.30717  0.126
H -3.69179 3.14526 -2.86862  0.130
H -4.64605 2.82475 2.23527  0.126
H -5.30445 4.84975 3.49043  0.107
H -3.62219 6.61500 3.91476  0.112
H -1.33617 6.35199 3.13186  0.090
H -0.28365 3.47985 1.15389  0.149
H 0.47742 3.81979 4.77721  0.079
H -0.47797 5.29964 4.72005  0.060
H 1.03782 5.26917 5.60023  0.092
H 2.91694 3.93905 4.06570  0.091
H 3.18565 5.61422 4.57248  0.091
H 3.42621 5.13893 2.88454  0.085
H 0.35279 7.12288 2.68332  0.067
H 2.09716 7.13537 2.57133  0.094
H 1.32108 7.37750 4.13932  0.094
H -1.12211 2.20446 3.99429  0.115
H 0.25685 -0.02591 4.56646  0.102
H 2.56908 -2.10296 1.70265  0.132
H 4.59241 -2.61252 3.00523  0.109
H 4.37630 -3.22534 5.39800  0.112
H 2.18647 -3.28383 6.46187  0.088
H -0.89285 -2.76502 4.60248  0.152
H 0.41823 -3.20250 9.43674  0.085
H 1.85714 -2.81734 8.51164  0.081
H 0.67784 -3.99350 7.90030  0.088
H -1.72183 -2.12377 9.00735  0.089
H -1.57529 -0.53128 8.27815  0.089
H -0.51432 -0.98014 9.62029  0.091
H 1.74202 -1.02615 6.67224  0.062
H 1.40449 -0.32473 8.24835  0.095
H 0.36205 0.05731 6.88452  0.081
H -2.50449 -5.88749 -2.30308  0.126
H -1.93905 -7.99950 -3.46147  0.106
H 0.33268 -8.31276 -4.38136  0.112
H 2.00564 -6.59284 -4.16191  0.089
H 1.14939 -3.44525 -2.27750  0.128
H 3.09852 -3.56712 -5.94137  0.092
H 2.17359 -4.95269 -5.40272  0.058
H 3.78722 -5.18167 -6.07579  0.093
H 4.77600 -2.50567 -4.68637  0.089
H 5.78415 -3.94555 -4.89830  0.093
H 5.52434 -3.25552 -3.28726  0.087
H 3.49975 -6.17969 -2.87368  0.066
H 5.09067 -5.47577 -2.71629  0.090
H 4.67637 -6.35953 -4.18145  0.093
O -4.27299 -1.84810 0.19363  0.166
N -3.19132 -1.41877 0.06238  -0.129

Atomic forces in eV per Å
V 2.2 0.8 -0.2
C 0.0 -0.2 0.0
C 0.2 0.2 0.1
C 0.0 0.0 0.1
C -0.1 -0.2 0.1
C 0.1 0.2 0.0
O 0.3 0.1 0.1
N -0.2 -0.6 0.5
C -0.3 -0.2 -0.3
C 0.1 0.0 0.0
C -0.1 -0.1 0.1
C -0.1 0.0 -0.1
C 0.1 0.3 0.0
C 0.0 0.1 -0.2
C -0.1 -0.3 0.5
C -0.1 0.9 -0.6
C 0.2 -0.3 0.2
C -0.1 0.5 0.1
C 0.3 -1.0 0.1
N 0.3 0.3 0.2
C -0.3 0.4 0.1
C 0.0 -1.0 -0.9
C -0.2 0.4 0.0
C -0.2 0.3 -0.3
C 0.6 0.0 1.4
C -0.5 0.2 -0.4
C 0.7 -0.7 0.2
N 0.0 -0.2 -0.7
C -0.6 0.8 0.1
C 0.1 -0.6 -0.3
C 0.0 1.0 1.1
C 0.1 -0.3 -0.1
C 0.2 -0.2 0.3
C -0.3 0.0 -1.5
N 0.6 -0.7 0.1
C 0.1 0.3 0.2
C 0.2 0.1 0.2
C -0.1 0.1 0.0
C -0.1 -0.1 0.0
C 0.0 0.0 -0.2
C -0.5 0.1 0.1
N -0.1 -0.5 -0.5
C 0.2 0.0 0.1
O 0.1 0.0 -0.1
C 0.3 0.1 0.1
C 0.0 0.1 -0.1
C -0.1 0.0 -0.2
C 0.0 -0.1 0.0
C 0.2 -0.4 0.0
C -0.2 0.3 -0.3
C 0.3 -0.1 0.4
C 0.1 0.1 0.3
C 0.1 0.0 0.0
C 0.0 0.0 -0.1
C -0.1 0.0 -0.1
C 0.5 -0.1 -0.3
N -0.4 0.0 -0.6
C 0.1 0.2 0.2
O -0.3 0.0 0.1
C -0.1 0.2 0.2
C -0.1 0.0 0.0
C 0.0 -0.1 -0.2
C 0.0 -0.1 -0.1
N -0.2 0.8 -0.3
C 0.1 -0.1 -0.1
C 0.2 -0.1 -0.1
C -0.1 -0.1 0.0
C -0.2 0.1 0.1
C 0.1 0.0 0.0
C -0.2 -0.3 -0.1
N -0.6 0.3 0.4
C 0.3 0.1 0.0
O 0.2 0.1 0.0
C 0.3 0.1 -0.1
C -0.1 0.0 0.2
C -0.2 0.0 0.1
C -0.1 0.1 0.0
H 0.0 0.1 -0.1
H 0.0 0.1 0.1
H -0.1 0.0 0.0
H 0.0 0.0 -0.1
H -0.1 0.0 -0.1
H 0.1 0.0 0.0
H 0.0 0.1 -0.1
H 0.1 0.0 0.0
H 0.0 0.1 0.1
H 0.2 0.3 -0.3
H 0.1 0.1 0.0
H 0.0 0.1 -0.1
H -0.1 -0.1 -0.1
H -0.1 -0.1 0.1
H 0.0 0.1 -0.1
H 0.0 -0.1 -0.1
H 0.0 -0.2 -0.1
H 0.1 0.0 0.1
H 0.0 0.1 0.1
H 0.0 0.1 -0.1
H -0.1 -0.1 0.0
H -0.1 0.0 0.0
H -0.1 0.1 0.0
H 0.1 0.0 0.0
H 0.1 0.3 0.1
H 0.0 -0.1 0.1
H 0.0 0.0 0.1
H 0.0 0.0 0.1
H 0.0 -0.1 0.1
H 0.0 0.0 0.1
H 0.0 0.0 0.0
H -0.1 0.1 0.0
H 0.1 0.0 -0.1
H 0.0 0.1 0.1
H -0.1 0.2 0.1
H 0.2 0.0 0.2
H 0.0 0.0 0.0
H 0.1 0.0 0.0
H 0.1 0.0 0.1
H 0.0 0.0 0.1
H 0.1 -0.1 0.3
H 0.0 0.0 0.1
H 0.1 -0.1 0.0
H 0.1 -0.1 0.0
H 0.0 0.0 0.0
H -0.1 0.1 0.0
H 0.1 0.0 0.1
H 0.1 0.1 0.0
H 0.0 0.0 0.1
H 0.0 0.1 0.0
H -0.1 0.0 0.0
H -0.1 -0.1 0.0
H 0.0 -0.1 0.0
H 0.1 0.1 0.0
H 0.4 -0.1 -0.2
H 0.0 0.1 0.0
H -0.1 -0.1 -0.1
H 0.1 -0.1 -0.1
H 0.0 0.1 0.0
H 0.1 -0.1 -0.1
H 0.1 0.0 0.0
H 0.0 -0.1 0.0
H 0.0 0.0 0.1
H 0.0 -0.1 -0.1
O 1.9 0.8 -0.2
N -5.0 -1.9 1.0

Calculated values
orbital gap (alpha / beta)	0.20467 / 0.15503	Eh
energy above the lowest of the compared OMol25 structures with the same formula, charge and spin	71.7	kJ/mol
net charge	+1
2S+1	2


2.
A 9-piece molecular cluster, C6H32N2O8 overall at a distorted geometry, computed with wB97M-V/def2-TZVPD.

Each line ends with the Löwdin charge.
Atoms and positions in Å:
C -1.39902 1.08556 3.13055  -0.075
C 0.17978 1.36793 3.23967  -0.193
C 0.81082 0.82660 1.87042  -0.188
C 0.07204 0.64289 0.54397  -0.262
N 0.83462 -0.19420 -0.40820  -0.059
C 0.21299 -0.64407 -1.66565  -0.251
C 0.63623 0.05049 -2.95237  -0.258
N 0.07119 1.39758 -3.12548  0.016
H -1.65123 2.11419 3.05129  0.043
H -1.67571 0.57721 2.15834  0.048
H -1.78028 0.65997 4.06237  0.070
H 0.78319 1.13402 4.15647  0.107
H 0.32259 2.49367 3.19531  0.093
H 1.27627 -0.20088 2.14063  0.121
H 1.67038 1.44416 1.75223  0.074
H -0.13580 1.64375 0.19274  0.090
H -0.75900 0.05690 0.73351  0.037
H 1.71102 0.45958 -0.71082  0.149
H -0.91514 -0.55121 -1.60451  0.119
H 0.39021 -1.76370 -1.67574  0.098
H 1.75098 0.00251 -2.91964  0.114
H 0.20447 -0.62166 -3.75945  0.142
H 0.07809 1.66914 -4.12879  0.104
H 0.44035 2.07051 -2.53835  0.033
O -0.88229 4.29027 -0.23093  -0.047
H -0.15723 4.17837 0.37558  0.020
H -1.38830 3.48383 -0.30487  -0.014
O -2.23393 1.49179 -1.23899  -0.109
H -1.58724 1.05319 -1.82594  -0.017
H -2.77618 2.12603 -1.83113  0.105
O -0.96645 -4.46909 -0.16513  -0.069
H -1.22195 -4.21907 0.76581  0.064
H -0.08468 -4.57528 -0.52892  0.042
O 2.11457 -3.29102 -2.22141  -0.090
H 1.81125 -2.37482 -2.02938  -0.011
H 2.36404 -3.54485 -1.31235  0.017
O 1.86650 -2.68983 0.45620  -0.076
H 0.99046 -2.28396 0.43014  -0.013
H 2.28549 -2.30798 1.24543  0.064
O 2.98976 2.89318 -0.98675  -0.012
H 3.22289 2.57224 -1.83000  0.013
H 2.55783 2.17022 -0.55758  -0.018
O -3.06529 -1.24736 1.07570  -0.051
H -3.76782 -0.63907 1.41981  0.094
H -2.76148 -0.66482 0.38837  0.010
O -0.60332 -2.50157 1.72093  -0.079
H -0.39218 -3.11905 0.98719  -0.017
H -1.44355 -2.05234 1.45972  0.019

Atomic forces in eV per Å
C 2.0 0.2 0.3
C -0.6 0.8 -2.3
C 1.9 -2.6 2.3
C 1.5 0.5 0.3
N 3.2 3.4 -0.9
C -1.8 -0.7 1.0
C 0.0 -1.0 -0.2
N -1.1 -2.3 -2.2
H -1.5 0.7 0.0
H 0.2 0.3 1.9
H -0.3 -0.2 -0.5
H -0.8 -0.7 -1.0
H -0.4 -1.1 0.1
H -0.8 1.4 -0.5
H 0.9 0.6 -0.6
H -0.7 0.1 -0.5
H -2.0 -0.6 0.2
H -2.3 -2.4 0.9
H 1.1 -0.3 0.2
H -0.4 1.3 -0.6
H -0.5 0.1 -0.7
H 0.9 0.9 0.6
H 0.2 0.0 1.4
H 1.1 1.7 1.1
O -0.2 0.9 -0.6
H 0.2 -0.4 0.3
H 0.0 -0.6 0.2
O -1.5 1.4 -1.1
H -0.3 0.8 -0.2
H 1.5 -1.8 1.3
O -2.0 0.2 0.0
H 1.2 -1.2 -1.5
H 0.4 0.1 1.2
O -0.2 0.7 0.7
H 0.6 -1.0 -0.5
H 0.0 0.0 -0.4
O 0.6 -0.5 0.4
H 0.4 0.5 0.2
H -0.3 -0.2 -0.4
O -0.2 1.2 1.1
H 0.5 -0.5 -1.6
H -0.3 -0.6 0.6
O -1.4 1.0 0.6
H 0.6 -1.2 0.2
H 0.6 0.3 -1.1
O -0.5 0.1 -0.6
H 0.0 1.0 0.7
H 0.6 -0.5 0.4

Calculated values
orbital gap	0.35724	Eh
energy above the lowest of the compared OMol25 structures with the same formula, charge and spin	442.6	kJ/mol
SMILES	CCCCNCCN.O.O.O.O.O.O.O.O


3.
A 2-piece molecular cluster, CH4O2 overall at a distorted geometry, computed with wB97M-V/def2-TZVPD.

Each line ends with the Löwdin charge.
Atoms and positions in Å:
C 0.41889 -2.66134 0.42458  -0.142
O 1.13658 -1.71938 0.68651  -0.021
H 0.47481 -3.66708 0.90501  0.083
H -0.38198 -2.51186 -0.33812  0.080
O -0.64384 3.64923 -0.19152  -0.091
H -0.02793 2.92102 -0.43365  0.046
H -0.97650 3.98941 -1.05283  0.045

Atomic forces in eV per Å
C 0.0 1.2 -0.2
O -0.4 -1.3 0.0
H 0.2 0.5 -0.1
H 0.2 -0.3 0.2
O 0.3 -0.4 -1.1
H -0.7 0.8 0.2
H 0.4 -0.4 0.9

Calculated values
orbital gap	0.40894	Eh
energy above the lowest of the compared OMol25 structures with the same formula, charge and spin	25.6	kJ/mol
SMILES	C=O.O